(1)
# C3H5DyO5

C3H5DyO5 as an isolated structure in a non-equilibrium geometry (ωB97M-V/def2-TZVPD, the OMol25 dataset).

Last column: Mulliken spin population.
Positions of all 14 atoms, in Å:
1 O -0.80 2.44 2.15  0.021
2 C -0.39 1.18 2.03  -0.012
3 C 1.02 0.70 2.39  -0.027
4 O 1.21 -0.61 1.97  -0.059
5 H 1.16 -0.05 -3.13  0.011
6 H -1.16 0.46 1.73  0.015
7 H -0.39 2.58 3.08  0.001
8 H 1.15 0.80 3.48  0.002
9 H 1.74 1.40 1.92  -0.006
10 Dy 0.44 -1.21 -0.01  6.280
11 O -1.16 -1.27 -1.65  -0.051
12 C -0.68 -0.70 -2.69  -0.147
13 O -1.06 -0.70 -3.84  0.008
14 O 0.58 -0.19 -2.37  -0.034

The multiplicity is 7. Its expectation value of S² is 12.027. For the LUMO energy (alpha / beta), the calculation gives -0.266 / -0.263 hartree. As for the charge: +1.

---

(2)
# C14H10F5NRu

C14H10F5NRu as an isolated structure in a non-equilibrium geometry (ωB97M-V/def2-TZVPD, the OMol25 dataset).

Last column: Mulliken spin population.
Positions of all 31 atoms, in Å:
1 C -0.07 -1.53 -2.57  0.180
2 C -1.39 -1.62 -2.05  -0.026
3 C -1.32 -2.28 -0.79  0.090
4 C 0.05 -2.57 -0.52  0.145
5 C 0.82 -2.10 -1.63  -0.055
6 Ru -0.13 -0.21 -0.62  2.664
7 C -1.13 1.40 -1.56  0.190
8 C 0.27 1.66 -2.04  -0.124
9 C 0.61 2.23 -3.23  0.462
10 N 1.18 1.10 -1.12  0.327
11 H -2.16 -2.48 -0.12  0.005
12 H -2.30 -1.26 -2.54  0.001
13 H 0.44 -3.04 0.38  -0.013
14 H 1.91 -2.16 -1.72  0.002
15 H 0.21 -1.02 -3.50  0.013
16 H -1.90 1.41 -2.33  -0.005
17 H 2.17 1.22 -1.36  0.000
18 H -1.39 2.04 -0.69  0.017
19 H -0.15 2.67 -3.88  -0.002
20 H 1.66 2.32 -3.54  0.003
21 F -1.36 -1.70 2.04  -0.011
22 C -0.58 -0.70 2.48  -0.169
23 C 0.11 0.13 1.57  0.259
24 C 0.91 1.18 2.08  0.033
25 F 1.57 2.01 1.25  -0.004
26 C 1.02 1.38 3.46  -0.001
27 F 1.78 2.39 3.94  0.003
28 C 0.33 0.55 4.35  0.030
29 F 0.44 0.75 5.69  0.001
30 C -0.46 -0.49 3.86  -0.015
31 F -1.13 -1.29 4.72  0.002

The multiplicity is 5. Its expectation value of S² is 6.048. For the LUMO energy (alpha / beta), the calculation gives 0.001 / -0.076 hartree. As for the charge: 0.